Record 1
An isolated ion of composition C2H6N2P and charge +1 in a non-equilibrium geometry, computed with the ωB97M-V functional and the def2-TZVPD basis.

The calculation puts the relative energy (zero: lowest compared OMol25 entry of this formula, charge and spin) at 96.1 kcal per mole. The value obtained for the calculated total energy is -14429.041 eV. As for the gap between HOMO and LUMO (alpha / beta): 7.722 / 7.722 eV. Its SMILES is C=P#[N+]CN. As for the HOMO energy (alpha / beta): -15.069 / -15.069 eV. The net charge is +1.

```
11
Properties=species:S:1:pos:R:3:forces:R:3:nbo_charge:R:1
C -0.17183 1.43724 1.05890 1.192 -0.095 -1.820 -0.43
P -1.56004 0.45012 1.22144 -0.365 -3.362 -0.449 1.11
N -1.21152 -0.89163 0.37227 -3.017 1.951 2.689 -0.68
C -0.29049 -1.14799 -0.57673 2.486 0.355 -0.959 -0.12
N 0.88786 -0.22717 -0.57300 -4.006 1.896 -2.316 -0.72
H 0.84877 1.42407 1.38420 0.189 -0.120 0.653 0.26
H -0.50617 2.36219 0.62848 0.312 0.960 -0.256 0.23
H 0.10173 -2.13631 -0.32418 -0.014 -0.430 -0.280 0.28
H -0.78726 -1.16987 -1.58427 0.697 -0.032 0.785 0.25
H 1.72385 -0.29381 -0.09943 1.958 -0.972 1.266 0.41
H 0.96510 0.19316 -1.50767 0.569 -0.150 0.688 0.41
```
Forces are in eV/Å.

---

Record 2
C8H17ClMnN2O2 as an isolated structure in a non-equilibrium geometry, computed with the ωB97M-V functional and the def2-TZVPD basis.

The calculation puts the relative energy (zero: lowest compared OMol25 entry of this formula, charge and spin) at 0.0 kcal per mole. The value obtained for the calculated total energy is -59471.253 eV. As for the gap between HOMO and LUMO (alpha / beta): 3.845 / 3.885 eV. The spin multiplicity is 6. As for the HOMO energy (alpha / beta): -14.720 / -14.729 eV. The net charge is +2.

```
31
Properties=species:S:1:pos:R:3:forces:R:3:nbo_charge:R:1
Mn 3.38661 -2.21580 -2.62945 -1.155 2.328 0.671 1.67
C -3.06160 -2.11760 -1.05125 1.933 -0.908 -0.790 -0.64
C -1.87289 -1.17425 -0.72088 -0.940 0.431 2.159 -0.20
N -1.10943 -1.52975 0.54735 1.372 0.506 1.226 -0.29
C -1.39577 -2.47898 1.50536 -0.559 0.454 0.632 -0.04
C -0.49043 -2.37761 2.52010 0.294 -0.130 -0.298 -0.05
N 0.42521 -1.39878 2.16439 -0.842 0.451 -0.813 -0.28
C -0.00188 -0.85664 1.01309 -0.655 -1.326 -1.094 0.25
C 1.68128 -1.01965 2.81515 0.861 0.151 0.155 -0.42
H -3.77081 -2.39491 -0.27137 0.080 0.895 0.188 0.25
H -2.63905 -3.07901 -1.34321 -0.047 -0.193 -0.244 0.21
H -3.54718 -1.72329 -1.94391 -0.211 0.074 0.281 0.26
H -2.35883 -0.23847 -0.44469 0.398 0.367 -0.312 0.24
H -1.06014 -0.99259 -1.42411 -0.650 -0.312 -0.571 0.21
H -2.33014 -3.01856 1.55231 0.221 -0.159 -0.369 0.26
H -0.44377 -2.93783 3.44226 0.115 0.143 -0.096 0.27
H 0.56141 -0.15474 0.41606 -0.203 0.293 0.245 0.25
H 2.29107 -0.36694 2.19046 -0.482 0.038 -0.435 0.23
H 2.31335 -1.89544 2.96203 -0.363 -0.131 0.265 0.23
H 1.57630 -0.45556 3.74191 -0.513 -0.386 0.066 0.26
Cl 2.22539 -0.18840 -1.85875 1.317 -2.483 -0.798 -0.67
C 1.70863 3.62451 -1.38075 -1.167 1.125 -1.854 -0.10
C 0.31602 3.67797 -0.81793 0.132 -1.437 -0.035 -0.09
O -0.03654 2.29727 -0.57491 -0.280 -0.717 1.488 -0.77
O 1.61404 3.10024 -2.73723 0.425 -0.261 0.804 -0.72
H 2.32956 3.02698 -0.71329 0.201 0.148 -0.154 0.17
H 2.03388 4.65622 -1.51445 0.583 -0.123 0.226 0.20
H -0.50238 4.02206 -1.45032 0.634 0.831 -0.225 0.20
H 0.39183 4.24029 0.11274 -0.574 -0.361 0.242 0.20
H -0.09141 1.79716 -1.39251 -0.032 0.634 -0.415 0.46
H 1.85771 2.17197 -2.71427 0.104 0.059 -0.144 0.45
```
Forces are in eV/Å.

---

Record 3
C3H7InN2O7 as an isolated structure in a non-equilibrium geometry, computed with the ωB97M-V functional and the def2-TZVPD basis.

The calculation puts the relative energy (zero: lowest compared OMol25 entry of this formula, charge and spin) at 75.8 kcal per mole. The value obtained for the calculated total energy is -25693.220 eV. As for the gap between HOMO and LUMO: 2.293 eV. As for the HOMO energy: -6.206 eV. The net charge is 0.

```
20
Properties=species:S:1:pos:R:3:forces:R:3:nbo_charge:R:1
In -0.53135 2.45982 -1.81208 -0.068 -0.412 -0.254 0.98
N -1.39751 -1.88951 -5.61761 1.457 -2.406 -1.228 0.73
O -0.70278 -1.03328 -5.14560 1.746 4.172 2.359 -0.58
O -0.81640 -2.66294 -6.38448 -0.164 -1.389 -1.461 -0.55
O -2.54454 -2.04863 -5.30149 -2.956 -0.039 0.614 -0.51
O -3.63956 -4.94208 -0.76114 3.069 1.872 4.202 -0.31
C -2.72840 -4.72716 0.30769 -4.015 -4.416 -4.256 -0.09
C -2.14827 -3.14838 0.52544 0.058 7.696 -0.286 -0.09
O -2.66791 -1.88499 0.04504 1.421 -5.466 1.259 -0.41
H -1.96459 -5.48117 0.11749 1.333 1.058 -0.253 0.21
H -3.09323 -5.02629 1.29030 -0.902 1.056 0.212 0.20
H -1.08547 -3.15526 0.28356 -0.058 -0.865 -1.195 0.21
H -2.16027 -3.00394 1.60576 -0.869 -0.846 0.322 0.20
C 3.68541 5.68742 3.46722 0.023 -0.265 -0.832 -0.50
N 3.52260 4.63986 2.33740 2.498 0.207 3.173 0.55
O 2.64826 4.74376 1.55352 -1.699 0.315 -1.631 -0.38
O 4.33521 3.73660 2.41763 -0.224 -0.088 -0.599 -0.38
H 4.43703 6.41980 3.17262 -0.254 0.004 -0.481 0.24
H 4.14804 5.17139 4.30851 -0.676 -0.095 0.002 0.24
H 2.70380 6.14506 3.59014 0.280 -0.093 0.333 0.23
```
Forces are in eV/Å.

---

Record 4
The molecule C4H7NO in a non-equilibrium geometry, computed with the ωB97M-V functional and the def2-TZVPD basis.

The calculation puts the relative energy (zero: lowest compared OMol25 entry of this formula, charge and spin) at 86.1 kcal per mole. The value obtained for the calculated total energy is -7795.910 eV. As for the gap between HOMO and LUMO: 9.845 eV. Its SMILES is O=CCN1CC1. As for the HOMO energy: -8.857 eV. The net charge is 0.

```
13
Properties=species:S:1:pos:R:3:forces:R:3:nbo_charge:R:1
O -0.67324 2.26527 1.97649 0.283 -0.706 -0.495 -0.51
C -0.10892 1.62453 1.11867 0.176 0.022 0.073 0.42
C 0.13528 0.13405 1.13150 0.802 -0.415 -0.252 -0.39
N 0.50939 -0.49256 -0.15221 0.075 -0.174 -0.548 -0.45
C 0.05334 -0.17302 -1.45833 -0.268 0.164 -0.437 -0.25
C -0.23698 -1.49733 -0.81895 -0.326 -0.290 -0.241 -0.24
H 0.34636 2.12740 0.24169 -0.070 0.106 0.010 0.10
H -0.59559 -0.41401 1.75843 0.510 0.177 -0.429 0.22
H 1.20624 -0.11168 1.26974 -0.348 1.150 2.968 0.31
H 0.87372 -0.08695 -2.17001 -0.390 0.042 -0.109 0.20
H -0.74517 0.55850 -1.54634 -0.140 -0.204 -0.202 0.19
H -1.24754 -1.68885 -0.46431 -0.013 0.048 -0.196 0.19
H 0.35053 -2.37755 -1.07458 -0.291 0.078 -0.142 0.20
```
Forces are in eV/Å.

---

Record 5
C14H16BeCl9FLiMgN2O13S2 as an isolated structure in a non-equilibrium geometry, computed with the ωB97M-V functional and the def2-TZVPD basis.

The value obtained for the calculated total energy is -187478.041 eV. As for the gap between HOMO and LUMO: 1.676 eV. As for the HOMO energy: -9.016 eV. The net charge is +1.

```
60
Properties=species:S:1:pos:R:3:forces:R:3:nbo_charge:R:1
O -2.38213 -0.50480 1.92017 -0.180 0.015 0.065 -0.43
C -2.36863 -0.56149 0.74212 -0.467 -0.084 0.958 0.80
O -2.18137 0.60780 -0.01929 0.597 -0.677 -0.754 -0.83
C -2.50578 -1.93368 0.06391 1.149 0.164 -0.765 -0.51
C -1.05647 -2.50204 0.05418 -1.346 0.648 -0.991 -0.07
C -0.20984 -2.06365 -1.02651 -0.662 -0.895 1.250 -0.33
C 1.09178 -2.47030 -1.05185 1.151 -0.501 0.007 0.07
C 1.99584 -1.95473 -2.17492 -0.210 0.326 0.629 -0.60
C 1.24019 -1.57390 -3.42078 0.328 0.340 0.034 0.87
O 0.93324 -0.47237 -3.72050 -0.306 -0.056 -0.058 -0.51
F 0.93316 -2.59869 -4.25306 0.029 -0.173 0.392 -0.34
C 1.52079 -3.36025 0.03473 0.966 -0.200 0.390 0.23
N 2.77567 -3.95108 0.27848 -1.464 1.400 -1.496 -0.53
S 2.66458 -4.83314 1.64525 0.549 -0.536 0.103 1.08
N 1.13384 -4.60621 2.03432 1.005 0.353 -0.392 -0.52
C 0.65343 -3.79764 1.09894 -1.140 1.951 -0.851 0.08
C -0.68335 -3.31598 1.06380 -0.153 -0.175 0.424 -0.16
H -1.21647 0.67514 -0.19967 0.069 -0.093 0.266 0.54
H -2.86812 -1.85335 -0.98606 -0.487 1.082 0.947 0.10
H -3.18929 -2.58731 0.60368 0.012 0.302 0.206 0.28
H -0.63972 -1.40430 -1.78460 0.378 0.161 0.050 0.22
H 2.49026 -1.02725 -1.82511 -0.262 -0.435 0.105 0.33
H 2.75847 -2.68372 -2.36900 0.074 0.038 -0.405 0.28
H -1.42411 -3.54773 1.82312 0.368 -0.183 0.132 0.26
Li -2.28628 -2.96508 -1.95550 0.758 -0.948 -0.554 0.96
Cl 3.64132 -4.45973 -1.53512 0.236 -0.869 1.143 0.00
Mg -2.48412 2.79859 -0.79269 -0.203 0.324 0.097 0.66
O 1.08008 0.39861 1.11512 -0.310 -0.251 -0.346 -0.93
Cl 2.51744 0.18702 1.25573 -0.378 -0.169 -0.394 2.56
O 2.74230 -1.04834 1.96093 -0.085 -0.295 -0.068 -0.87
O 3.08776 1.28238 1.93051 0.280 0.307 0.687 -0.80
O 3.10401 0.07003 -0.08077 -0.275 -0.230 -0.110 -0.89
C 0.48490 -7.69584 -0.58379 -0.169 -0.213 0.048 -0.41
Cl -0.04230 -6.04522 -0.25258 -0.165 -0.734 -0.325 -0.03
Cl 1.76529 -7.70806 -1.82024 0.608 -0.252 0.714 -0.04
H 0.87474 -8.14071 0.32507 0.135 0.094 -0.040 0.25
H -0.36253 -8.27129 -0.95141 0.036 0.068 -0.142 0.25
C 0.60099 3.67090 -4.55426 0.156 0.006 0.037 -0.23
Cl 1.30896 5.27780 -4.67645 -0.058 -0.055 0.026 0.08
Cl 0.98482 2.74116 -6.00231 -0.044 -0.005 0.079 0.07
Cl 1.22801 2.84680 -3.11966 0.100 -0.016 0.069 0.05
Cl -1.15668 3.80198 -4.37751 -0.195 0.060 -0.092 0.03
O 3.59485 2.57434 -0.28177 1.643 1.498 1.901 -0.28
H 4.17360 2.37070 -1.04496 0.504 0.161 0.323 0.46
Be 0.08421 -7.29339 -3.35281 -0.756 0.285 -0.790 0.06
C -3.34784 5.84297 3.11108 0.026 0.114 -0.012 -0.83
S -4.57520 4.65355 2.55946 0.082 -0.053 0.163 1.23
O -4.92723 4.99737 1.14792 0.167 -0.113 -0.069 -1.00
C -5.90494 5.24270 3.61010 -0.123 0.085 -0.013 -0.83
H -2.43297 5.67662 2.54549 -0.021 -0.048 -0.007 0.24
H -3.70925 6.85520 2.93096 -0.048 -0.026 -0.035 0.24
H -3.14989 5.69371 4.17217 -0.005 -0.046 -0.009 0.24
H -6.10304 6.29324 3.39846 0.039 -0.005 -0.049 0.24
H -5.62351 5.11207 4.65467 0.039 -0.034 -0.019 0.24
H -6.79369 4.65260 3.39658 0.039 -0.033 -0.040 0.24
O 4.29275 4.24877 3.14078 0.523 -0.469 -0.416 -0.74
Cl 4.42367 4.61590 1.77707 -2.861 2.771 1.220 2.51
O 3.15111 4.91380 1.20069 0.553 -0.363 -0.004 -0.77
O 4.96923 3.42831 1.01413 -0.696 -2.584 -2.955 -0.48
O 5.32347 5.70123 1.60357 0.471 -0.733 -0.264 -0.74
```
Forces are in eV/Å.

---

Record 6
C3H5MgO3Yb as an isolated structure in a non-equilibrium geometry, computed with the ωB97M-V functional and the def2-TZVPD basis.

The calculation puts the relative energy (zero: lowest compared OMol25 entry of this formula, charge and spin) at 74.6 kcal per mole. The value obtained for the calculated total energy is -46302.831 eV. As for the gap between HOMO and LUMO (alpha / beta): 3.708 / 3.482 eV. The spin multiplicity is 2. As for the HOMO energy (alpha / beta): -5.534 / -5.542 eV. The net charge is 0.

```
13
Properties=species:S:1:pos:R:3:forces:R:3:nbo_charge:R:1
O 0.65503 -1.11788 -1.84620 -1.404 0.622 -0.412 -0.96
C 1.71370 -0.96538 -1.06465 1.487 0.089 1.378 0.10
C 1.88716 0.02220 -0.15977 -0.507 -0.894 0.113 -0.02
O 0.95770 1.03654 -0.03157 0.202 0.018 -2.058 -0.60
C -0.11926 0.89256 0.91860 -1.408 -0.440 0.500 -0.65
Yb -1.09230 -0.03410 -1.53032 -0.262 0.435 3.663 2.13
H 2.51028 -1.72120 -1.13284 -0.386 0.206 -0.077 0.17
H 2.64115 -0.02867 0.62819 0.074 0.159 -0.446 0.19
H -0.37270 1.93355 1.17360 0.499 -0.517 0.812 0.19
H 0.14296 0.14644 1.68855 0.270 0.982 0.201 0.18
Mg -4.45567 -0.63715 0.13905 0.300 0.042 -0.390 0.41
O -2.65028 -0.01239 0.09248 1.563 0.609 0.917 -1.60
H -1.81776 0.48549 1.12488 -0.428 -1.310 -4.200 0.47
```
Forces are in eV/Å.

---

Among the records above, which one has the highest calculated total energy? C4H7NO